[1]
Computed, not measured: C13H26N2O in the gas phase, with ωB97M-V/def2-TZVPD.

Computed properties:
- E_HOMO (Eh) = -0.308
- ΔE to the lowest compared entry with this formula, charge and spin (kJ/mol) = 95.39
- SMILES = CCCCOCCCNC1=NCCCCC1
- charge = 0

Each line ends with the Mulliken charge.
CARTESIAN COORDINATES (ANGSTROEM)
C 4.4604 0.0351 2.1334  -0.985
C 4.0520 0.1368 3.5971  -0.444
C 2.9526 -0.8549 3.9796  -0.714
C 1.5840 -0.5251 3.3856  -0.419
O 1.5442 -0.9171 2.0302  -0.315
C 0.4072 -0.4861 1.3213  -0.244
C -0.8666 -1.2670 1.6604  -0.410
C -2.0408 -0.8466 0.7721  -0.962
N -1.8184 -1.1093 -0.6275  -0.144
C -1.4044 -0.1335 -1.4865  0.740
N -1.4045 1.0752 -1.0917  -0.486
C -1.0780 2.1459 -1.9937  -0.838
C -2.0718 2.3081 -3.1510  -0.636
C -1.8310 1.3382 -4.3053  -0.670
C -2.0371 -0.1272 -3.9290  -0.688
C -1.0411 -0.6191 -2.8742  -0.883
H 4.8595 -0.9541 1.9213  0.282
H 3.6030 0.1980 1.4882  0.199
H 5.2243 0.7739 1.8998  0.341
H 4.9251 -0.0546 4.2265  0.311
H 3.7081 1.1516 3.8117  0.286
H 2.8501 -0.8689 5.0669  0.342
H 3.2319 -1.8558 3.6483  0.282
H 0.8076 -1.0581 3.9559  0.325
H 1.3826 0.5546 3.4682  0.325
H 0.2323 0.5874 1.4826  0.347
H 0.6583 -0.6355 0.2680  0.084
H -0.6659 -2.3346 1.5371  0.229
H -1.1424 -1.0934 2.7017  0.355
H -2.2083 0.2281 0.8539  0.383
H -2.9421 -1.3828 1.0890  0.351
H -1.6023 -2.0636 -0.8702  0.245
H -1.0897 3.0566 -1.3857  0.402
H -0.0631 2.0294 -2.4025  0.321
H -3.0820 2.1718 -2.7589  0.316
H -1.9939 3.3287 -3.5336  0.359
H -2.5132 1.5881 -5.1223  0.323
H -0.8110 1.4713 -4.6772  0.311
H -3.0539 -0.2712 -3.5560  0.337
H -1.9226 -0.7356 -4.8302  0.332
H -1.0106 -1.7111 -2.8847  0.370
H -0.0417 -0.2507 -3.1237  0.339

[2]
Computed, not measured: 16 unconnected molecules or ions with the total composition C23H73FN4O15PS in a non-equilibrium geometry, with ωB97M-V/def2-TZVPD.

Computed properties:
- E_HOMO (Eh) = -0.402
- charge = +1

Each line ends with the Mulliken charge.
CARTESIAN COORDINATES (ANGSTROEM)
C -0.6201 -0.4984 0.1757  -0.609
C 0.3475 -1.4321 -0.7360  0.637
C 0.3397 -1.0233 -2.2893  -1.076
C 1.8056 -1.5467 -0.0612  -0.248
C 2.9551 -0.6980 -0.7660  -0.154
N 4.3210 -1.1712 -0.9997  0.494
P 4.8882 -2.8094 -0.5077  0.047
N 4.4559 -2.9488 1.0472  -0.560
C 5.1912 -0.1672 -1.6360  -0.367
C 4.3121 1.0813 -1.8324  0.257
F 4.6399 2.3581 -2.3683  -0.213
N 3.0125 0.6479 -1.2761  0.869
N 1.9140 1.5108 -1.2134  -0.974
C 2.0766 2.1463 -0.0502  0.392
S 2.3124 2.7883 1.4688  -0.092
H -1.7158 -0.5790 -0.2034  -0.005
H -0.6099 -0.9584 1.2292  0.241
H -0.2503 0.5815 0.2437  0.100
H -0.1232 -2.4898 -0.6765  0.307
H 1.2626 -1.3759 -2.8613  0.166
H 0.1453 0.1082 -2.4514  0.218
H -0.5847 -1.5412 -2.7552  0.306
H 1.7152 -1.1356 1.0171  0.041
H 2.0813 -2.6535 0.0032  0.340
H 4.2175 -3.8633 -1.2024  0.148
H 6.3248 -2.8753 -0.5850  0.080
H 5.2934 -3.0767 1.6388  0.276
H 6.2853 -0.2538 -1.9323  0.395
C 8.0851 -1.5790 2.8658  -0.574
O 6.8118 -1.6369 2.2327  -0.355
H 8.4570 -2.5948 3.0057  0.269
H 8.7801 -1.0220 2.2355  0.205
H 7.9896 -1.0915 3.8386  0.231
H 6.5094 -0.7259 2.1218  0.188
C -0.3871 -3.8984 -5.4487  -0.516
O 0.1399 -2.8811 -4.6091  -0.410
H -1.4316 -4.0678 -5.1848  0.270
H -0.3246 -3.5819 -6.4927  0.253
H 0.1773 -4.8224 -5.3034  0.144
H 1.0631 -2.7525 -4.8641  0.239
C 3.8524 1.8011 4.9949  -0.473
O 4.6214 2.0494 3.8226  -0.268
H 4.5023 1.8694 5.8672  0.239
H 3.0569 2.5458 5.0789  0.257
H 3.4205 0.7987 4.9452  0.165
H 4.0196 1.9794 3.0663  0.070
C -4.7957 -1.0682 -1.1994  -0.733
O -3.4511 -0.7581 -1.5455  -0.402
H -4.8449 -1.2893 -0.1340  0.275
H -5.4374 -0.2121 -1.4214  0.336
H -5.1284 -1.9413 -1.7652  0.298
H -3.4376 -0.5670 -2.4929  0.223
C 6.1699 -6.8592 -0.0030  -0.607
O 6.2154 -5.5614 -0.5826  -0.470
H 5.7110 -7.5462 -0.7142  0.219
H 7.1837 -7.1968 0.2228  0.278
H 5.5725 -6.8332 0.9113  0.291
H 6.6256 -4.9756 0.0672  0.267
C 1.1905 -2.5995 4.0943  -0.329
O 2.3799 -1.8399 4.2221  -0.494
H 0.6702 -2.6233 5.0520  0.277
H 0.5450 -2.1337 3.3443  0.016
H 1.4389 -3.6208 3.7953  0.254
H 2.8142 -1.8403 3.3578  0.289
C -4.5834 2.6061 0.3020  -0.084
O -4.3154 2.5606 -1.0932  -0.534
H -4.8924 3.6164 0.5693  -0.049
H -5.3875 1.9058 0.5441  0.152
H -3.6788 2.3451 0.8583  0.249
H -4.0432 1.6558 -1.3018  0.294
C -8.0295 4.4660 1.0563  -0.565
O -6.6835 4.7738 0.7097  -0.474
H -8.0768 4.2457 2.1240  0.326
H -8.6691 5.3197 0.8350  0.244
H -8.3629 3.5938 0.4917  0.204
H -6.6702 4.9641 -0.2377  0.267
C 8.2588 3.3414 3.5577  -0.767
O 7.3788 3.4784 2.4518  -0.500
H 9.2559 3.6695 3.2594  0.308
H 7.9076 3.9610 4.3860  0.281
H 8.2996 2.2940 3.8663  0.313
H 6.5061 3.1814 2.7451  0.327
C -7.7943 -3.0644 0.7033  -0.558
O -7.2027 -1.7855 0.5245  -0.434
H -7.5719 -3.6801 -0.1687  0.207
H -7.3811 -3.5401 1.5963  0.280
H -8.8771 -2.9587 0.8042  0.244
H -7.4141 -1.2617 1.3082  0.269
C -4.0275 6.9128 2.0496  -0.542
O -4.6182 5.7823 2.6681  -0.510
H -3.0786 7.1284 2.5423  0.238
H -3.8457 6.7017 0.9921  0.227
H -4.6903 7.7763 2.1492  0.244
H -5.4560 5.6137 2.2129  0.314
C 2.3490 -6.4890 -6.8476  -0.531
O 2.8788 -5.4715 -6.0087  -0.465
H 1.3051 -6.6567 -6.5815  0.190
H 2.4094 -6.1738 -7.8921  0.268
H 2.9114 -7.4146 -6.7041  0.276
H 3.8012 -5.3433 -6.2646  0.278
C -10.1415 5.7396 -1.7849  -0.632
O -10.1741 4.7979 -0.7242  -0.422
H -9.6208 6.6358 -1.4448  0.262
H -9.6082 5.3142 -2.6394  0.269
H -11.1616 6.0032 -2.0756  0.274
H -10.6402 4.0153 -1.0522  0.265
C 11.1862 1.2253 1.7242  -0.626
O 9.8952 1.0530 2.2910  -0.381
H 11.7219 0.2767 1.7731  0.227
H 11.0921 1.5336 0.6799  0.304
H 11.7382 1.9812 2.2880  0.245
H 9.4406 1.9050 2.2362  0.303
C -13.0119 1.9748 -1.6528  -0.550
O -11.6689 2.2826 -2.0025  -0.510
H -13.0562 1.7552 -0.5859  0.228
H -13.6552 2.8302 -1.8726  0.268
H -13.3477 1.1009 -2.2159  0.264
H -11.6572 2.4724 -2.9498  0.291

[3]
Computed, not measured: a molecular structure, C8H12F12MgN2O10S4 in a non-equilibrium geometry, with ωB97M-V/def2-TZVPD.

Computed properties:
- E_HOMO (Eh) = -0.397
- ΔE to the lowest compared entry with this formula, charge and spin (kJ/mol) = 3.56
- charge = 0

Each line ends with the Mulliken charge.
CARTESIAN COORDINATES (ANGSTROEM)
Mg 3.2993 -19.2274 5.8121  1.684
C 1.3448 -18.9959 2.1261  0.642
F 2.2463 -18.1342 1.7193  -0.218
F 0.2377 -18.7886 1.4892  -0.214
F 1.7837 -20.2108 1.9305  -0.187
S 1.0380 -18.6970 3.9989  0.931
O 1.9199 -17.6443 4.4447  -0.611
O -0.3586 -18.4421 4.1837  -0.586
N 1.8459 -20.0005 4.8252  -0.366
S 0.7649 -21.1501 4.9062  0.810
O 0.2407 -21.1906 6.2463  -0.636
O -0.1380 -21.1633 3.7848  -0.617
C 1.7441 -22.7594 4.7252  0.656
F 2.5968 -22.7027 3.7086  -0.218
F 2.4381 -22.9721 5.8401  -0.207
F 0.8965 -23.7459 4.5547  -0.210
C 1.4488 -15.9109 6.9829  0.722
F 2.3035 -15.5210 6.0727  -0.179
F 1.1806 -14.9284 7.7999  -0.231
F 0.3291 -16.2780 6.4038  -0.222
S 2.1418 -17.3824 7.9737  0.938
O 2.4384 -16.8548 9.2693  -0.615
O 1.2037 -18.4673 7.8566  -0.621
N 3.5412 -17.8394 7.0949  -0.015
S 4.7695 -17.1333 7.8402  0.983
O 4.6766 -15.6992 7.7990  -0.645
O 5.1766 -17.7210 9.0852  -0.661
C 6.1669 -17.4955 6.6717  0.607
F 6.0073 -16.7967 5.5657  -0.207
F 7.3124 -17.1881 7.2302  -0.222
F 6.2493 -18.8100 6.3959  -0.247
C 6.4454 -20.2086 3.3400  -1.356
C 4.9138 -20.1098 3.5052  0.060
O 4.5673 -18.8791 4.1825  -0.148
H 6.9728 -20.6091 4.2036  0.267
H 6.8376 -19.2221 3.0972  0.323
H 6.6449 -20.9088 2.5246  0.456
H 4.5919 -20.9690 4.0908  0.035
H 4.4669 -20.0468 2.5126  0.354
H 4.6951 -18.1349 3.5874  0.185
C 4.3580 -20.9917 9.3407  -1.216
C 3.3905 -21.2058 8.1791  -0.228
O 3.9945 -20.6867 6.9465  -0.542
H 5.0644 -20.1752 9.2079  0.242
H 4.9255 -21.8882 9.6102  0.374
H 3.8201 -20.7444 10.2583  0.372
H 2.5209 -20.5931 8.4131  0.138
H 3.0650 -22.2369 8.0849  0.458
H 4.9186 -20.9554 7.0178  0.188